(1)
2 unconnected molecules or ions with the total composition C3H9O2S in a non-equilibrium geometry, computed with ωB97M-V/def2-TZVPD.

## Properties
- LUMO level (eV) = 3.01
- HOMO-LUMO gap (eV) = 6.35
- DFT total energy (Eh) = -668.35682
- maximum force (eV/Å) = 2.59
- charge = -1

Each line ends with the natural charge from an NBO analysis.
Element x y z (Å)
H  -3.672  -1.400  -0.127  0.43
C  0.466  0.124  -0.733  -0.43
O  -1.362  0.123  0.825  -0.96
H  0.204  -0.907  -1.020  0.20
H  4.168  -1.017  0.265  0.12
O  -3.614  -1.049  0.773  -1.03
C  1.647  -0.001  0.228  -0.49
H  1.659  0.996  0.730  0.20
S  3.384  -0.058  -0.402  -0.14
C  -0.687  0.930  -0.067  -0.03
H  -1.447  1.215  -0.828  0.12
H  1.426  -0.800  0.932  0.24
H  -0.266  1.848  0.398  0.10
H  0.760  0.621  -1.670  0.17
H  -2.666  -0.625  0.698  0.51

Force components x, y, z for each atom (eV/Å):
-0.32 -0.07 0.29
0.86 -0.10 -1.08
0.83 0.39 0.40
-0.59 0.45 0.09
-1.47 0.74 -0.30
0.47 -0.18 -0.85
-0.09 1.38 1.12
0.01 -0.97 0.27
0.77 -0.70 -0.47
-1.43 -2.14 0.33
0.66 0.47 -0.43
0.26 0.20 0.16
0.10 0.03 -0.19
0.23 0.12 0.09
-0.28 0.39 0.59



(2)
2 unconnected molecules or ions with the total composition C3H9O2S2 in a non-equilibrium geometry, computed with ωB97M-V/def2-TZVPD.

## Properties
- LUMO level (eV) = 3.48
- HOMO-LUMO gap (eV) = 5.81
- DFT total energy (Eh) = -1066.59165
- maximum force (eV/Å) = 2.87
- charge = -1

Each line ends with the natural charge from an NBO analysis.
Element x y z (Å)
S  -2.490  -0.240  -0.376  -0.05
H  1.880  0.781  -1.120  0.17
H  -1.211  1.563  -1.280  0.20
H  0.234  0.151  1.004  0.22
H  -1.357  -3.455  -0.129  0.49
H  -0.538  -0.032  -1.611  0.20
H  2.033  1.010  1.569  0.46
C  0.063  0.953  0.280  -0.45
H  1.525  2.341  -0.644  0.15
C  1.422  1.298  -0.277  -0.05
O  -0.446  -3.790  -0.135  -0.98
H  -0.285  1.829  0.825  0.21
C  -0.922  0.611  -0.824  -0.54
S  -2.449  -1.012  1.484  -0.75
H  0.059  -3.250  0.489  0.48
O  2.482  1.240  0.746  -0.75

Force components x, y, z for each atom (eV/Å):
-0.63 0.51 -0.74
-0.81 -0.97 0.00
-0.11 -0.14 -0.15
-0.51 -0.25 -0.11
0.38 0.35 0.37
0.69 0.08 0.08
0.19 0.03 -0.09
0.57 -0.31 -0.52
-0.74 -0.14 0.22
2.34 1.66 0.12
0.19 -0.27 -0.16
-0.18 -0.10 0.20
-0.35 0.06 0.11
0.46 -0.39 0.79
-0.63 0.06 -0.15
-0.83 -0.18 0.02



(3)
2 unconnected molecules or ions with the total composition C3H9O3, computed with ωB97M-V/def2-TZVPD.

## Properties
- LUMO level (eV) = 3.66
- HOMO-LUMO gap (eV) = 6.96
- DFT total energy (Eh) = -345.42291
- maximum force (eV/Å) = 0.87
- charge = -1

Each line ends with the natural charge from an NBO analysis.
Element x y z (Å)
H  -1.140  0.656  1.047  0.20
O  0.395  -0.986  3.077  -0.75
H  0.028  2.119  -3.693  0.43
C  -0.667  -0.316  0.885  -0.46
C  0.585  -0.480  1.724  -0.06
H  1.090  0.475  1.847  0.18
H  0.043  -1.872  2.967  0.45
O  0.153  0.905  -1.037  -0.93
O  -0.201  1.196  -3.535  -1.04
C  -0.305  -0.293  -0.637  0.00
H  -1.397  -1.097  1.134  0.16
H  -1.229  -0.657  -1.162  0.09
H  0.408  -1.138  -0.802  0.08
H  1.252  -1.190  1.226  0.15
H  -0.029  1.154  -2.501  0.51

Force components x, y, z for each atom (eV/Å):
-0.06 -0.08 0.27
-0.18 0.28 -0.27
-0.09 -0.11 -0.26
0.18 0.23 -0.36
0.07 -0.21 0.41
0.13 -0.03 -0.08
-0.11 -0.05 0.08
0.24 0.36 0.01
0.21 0.60 0.27
-0.60 -0.56 0.28
0.09 -0.17 -0.08
0.05 0.29 -0.08
0.14 -0.04 0.03
0.13 0.19 -0.17
-0.19 -0.69 -0.05



(4)
2 unconnected molecules or ions with the total composition C3H9O3 in a non-equilibrium geometry, computed with ωB97M-V/def2-TZVPD.

## Properties
- LUMO level (eV) = 4.00
- HOMO-LUMO gap (eV) = 6.68
- DFT total energy (Eh) = -345.39421
- maximum force (eV/Å) = 1.76
- charge = -1

Each line ends with the natural charge from an NBO analysis.
Element x y z (Å)
H  1.603  -1.045  -0.854  0.19
H  -2.725  -1.494  1.456  0.47
H  -0.523  1.502  0.056  0.47
C  0.675  0.845  -1.400  -0.06
H  -2.121  -0.482  0.491  0.49
H  0.297  0.262  -2.247  0.15
O  -0.521  1.510  -0.904  -0.77
H  -0.061  0.452  1.279  0.04
O  1.247  -0.983  1.888  -0.94
O  -2.950  -0.831  0.799  -0.96
H  2.237  0.334  0.029  0.19
H  -0.306  -1.158  0.556  0.05
H  1.323  1.657  -1.689  0.15
C  1.319  -0.114  -0.376  -0.48
C  0.506  -0.455  0.915  0.02

Force components x, y, z for each atom (eV/Å):
0.04 -0.19 -0.06
0.26 0.07 -0.03
0.28 -0.18 0.20
-1.41 -0.46 0.94
0.84 0.17 -0.17
0.35 0.31 -0.21
-0.04 0.04 -0.55
0.04 0.19 -0.18
0.11 -0.01 -0.12
-1.15 -0.21 0.18
-0.04 -0.08 -0.14
-0.08 0.15 -0.04
0.57 -0.04 -0.49
0.30 1.05 0.48
-0.07 -0.80 0.17